ORCA calculation (wB97M-V/def2-TZVPD) on an isolated molecule of C5H5O3P.

Element x y z (Å)
C (-2.485602, -2.690828, -0.047613)
C (0.766522, 0.214889, 0.883384)
C (-2.217252, -1.527538, 0.227006)
C (-0.461949, -0.183038, 0.922147)
C (-1.742011, -0.354716, 0.906975)
O (2.196983, 0.332476, -1.455250)
O (1.984150, 2.380523, -0.017069)
O (-0.041987, 1.665219, -1.323190)
P (1.093307, 1.145205, -0.623790)
H (-2.679467, -3.501977, -0.538918)
H (1.545535, -0.073192, 1.548800)
H (-2.437376, 0.452871, 1.098146)
H (1.857231, 0.147883, -2.300430)
H (2.621917, 1.992225, 0.719802)

Forces on atoms 1 to 6 (eV/Å):
C 1.421 6.618 2.165
C -0.128 -0.310 -1.494
C -0.477 -2.548 0.603
C 0.253 0.733 1.070
C -0.914 -0.399 -1.465
O 0.140 0.336 1.827

Charge: 0
E_HOMO: -9.451 eV
HOMO-LUMO gap: 9.88 eV
LUMO energy: 0.43 eV
Energy relative to the best compared isomer or geometry (same formula, charge and spin): 0.119 eV

---

ORCA calculation (wB97M-V/def2-TZVPD) on an isolated ion of composition C5H5O3S and charge -1.

Element x y z (Å)
C (-0.515441, 0.310451, 0.832500)
C (0.290152, -0.064383, 1.886513)
C (2.362403, 1.405207, -0.082468)
C (0.233476, 0.159738, -0.512357)
C (1.675515, 0.022342, -0.205669)
O (2.243027, 2.015208, -1.166053)
O (2.973513, 1.688712, 0.980944)
O (-0.368949, -0.886336, -1.213532)
S (1.857320, -0.858372, 1.354077)
H (-1.340625, 0.972184, 0.921769)
H (0.019428, -0.057056, 2.886528)
H (0.296462, 1.025509, -1.288402)
H (2.122418, -0.398132, -1.122135)
H (0.157704, -1.641288, -0.952591)

Forces on atoms 1 to 6 (eV/Å):
C -0.746 0.977 -4.952
C 4.944 -2.377 1.967
C 0.749 0.585 0.126
C -1.446 3.221 -0.171
C 1.105 -0.419 -0.408
O 0.340 0.597 0.342

Expectation value of S²: 2.0085
Charge: -1
E_HOMO (spin up / spin down): -1.532 / -4.554 eV
Spin multiplicity: 3
HOMO-LUMO gap (spin up / spin down): 4.79 / 6.28 eV
LUMO energy (spin up / spin down): 3.26 / 1.73 eV

---

ORCA calculation (wB97M-V/def2-TZVPD) on C5H5O5Yb as an isolated structure.

Element x y z (Å)
O (2.971608, -0.420037, 0.634924)
C (3.258214, -1.367743, -0.024172)
O (3.896016, -2.071527, -0.691638)
O (0.112796, 1.990236, 2.199736)
C (-0.875325, 2.449001, 1.536217)
C (-1.293608, 2.091941, 0.310352)
O (-0.595459, 0.987729, -0.239591)
C (-1.390048, -0.145063, -0.630220)
C (-0.434631, -1.328053, -0.713902)
O (0.346703, -1.434364, 0.440938)
Yb (0.829146, 0.281510, 1.482954)
H (-1.972154, 2.628670, -0.349170)
H (-1.875542, 0.058882, -1.595998)
H (-2.176446, -0.314334, 0.122622)
H (0.232290, -1.168833, -1.584540)
H (-1.033561, -2.238019, -0.898512)

Forces on atoms 1 to 6 (eV/Å):
O -0.096 -1.640 -0.653
C 2.122 1.932 0.045
O -1.687 -0.201 0.617
O -1.646 3.071 1.672
C -0.249 0.590 -0.797
C -0.182 0.463 0.443

Expectation value of S²: 0.7578
Charge: 0
E_HOMO (spin up / spin down): -6.811 / -6.823 eV
Spin multiplicity: 2
HOMO-LUMO gap (spin up / spin down): 6.37 / 6.39 eV
LUMO energy (spin up / spin down): -0.45 / -0.43 eV
Energy relative to the best compared isomer or geometry (same formula, charge and spin): 0.132 eV

---

ORCA calculation (wB97M-V/def2-TZVPD) on an isolated molecule of C5H6.

Element x y z (Å)
C (-0.915242, -1.081823, 0.012016)
C (-0.152814, 0.209491, -0.096388)
C (-0.786890, 1.365266, 0.025116)
C (1.317908, 0.031145, -0.090551)
C (2.525470, 0.038349, -0.026073)
H (-2.044036, -0.909816, -0.412173)
H (-0.958781, -1.462349, 1.130044)
H (-0.485675, -1.935534, -0.681786)
H (-0.197501, 2.285024, 0.019537)
H (-1.876596, 1.526987, -0.082250)
H (3.574156, -0.066735, 0.202505)

Forces on atoms 1 to 6 (eV/Å):
C -2.213 -2.056 -0.964
C 0.692 -1.484 0.689
C 0.254 1.554 -0.967
C -0.455 1.198 0.131
C -0.429 -0.444 0.377
H 2.643 -0.448 1.348

Charge: 0
E_HOMO: -9.300 eV
HOMO-LUMO gap: 10.30 eV
LUMO energy: 1.00 eV
Energy relative to the best compared isomer or geometry (same formula, charge and spin): 2.116 eV

---

ORCA calculation (wB97M-V/def2-TZVPD) on an isolated molecule of C5H6.

Element x y z (Å)
C (-1.466010, -0.999371, 0.011807)
C (-0.439092, 0.076633, -0.153177)
C (-0.824138, 1.342615, -0.039479)
C (1.032801, -0.128969, -0.163555)
C (2.302153, -0.230886, 0.165491)
H (-2.505733, -0.864688, 0.541777)
H (-1.068711, -1.399786, 1.079354)
H (-1.501593, -1.644010, -0.910339)
H (0.005891, 2.099169, 0.427443)
H (-2.051264, 1.653615, 0.072208)
H (3.487126, -0.204428, -0.136960)

Forces on atoms 1 to 6 (eV/Å):
C 0.027 -1.979 2.788
C 0.075 1.138 0.265
C -1.172 3.334 2.560
C 5.917 -0.999 2.379
C -3.947 0.756 -3.525
H 1.585 1.078 -2.097

Charge: 0
E_HOMO: -9.107 eV
HOMO-LUMO gap: 9.60 eV
LUMO energy: 0.49 eV
Energy relative to the best compared isomer or geometry (same formula, charge and spin): 4.561 eV

---

ORCA calculation (wB97M-V/def2-TZVPD) on an isolated molecule of C5H6.

Element x y z (Å)
C (2.359921, -0.069374, 0.138272)
C (0.918985, -0.297177, -0.206961)
C (-0.085704, 0.589964, -0.153061)
C (-1.432196, 0.061950, -0.051142)
C (-2.620402, -0.227498, 0.175858)
H (2.844625, 0.861267, 0.862283)
H (2.550261, -1.136723, 0.867212)
H (2.883923, -0.096896, -0.854543)
H (0.632672, -1.293000, -0.471939)
H (-0.047329, 1.724848, 0.052716)
H (-3.707774, -0.406687, 0.126476)

Forces on atoms 1 to 6 (eV/Å):
C 1.914 -1.438 2.528
C -0.224 2.291 0.801
C -0.815 0.715 0.987
C -3.503 -0.155 0.251
C 2.318 0.728 -1.170
H -2.169 -2.459 -2.359

Charge: 0
E_HOMO: -8.788 eV
HOMO-LUMO gap: 9.75 eV
LUMO energy: 0.96 eV
Energy relative to the best compared isomer or geometry (same formula, charge and spin): 3.140 eV

---

Number 1: E -20695.479 eV. Number 2: E -22240.775 eV. Number 3: E -47030.694 eV. Number 4: E -5279.083 eV. Number 5: E -5276.638 eV. Number 6: E -5278.060 eV.